No. 1
Here is a structure of composition C18H12F3N6RuS4 in a non-equilibrium geometry from OMol25. Energies are from ωB97M-V with the def2-TZVPD basis set.

Properties
⟨S²⟩: 0.99
Relative energy (zero: lowest compared OMol25 entry of this formula, charge and spin), kJ/mol: 131.9
HOMO energy (spin up / spin down), eV: -8.0 / -7.9

Geometry as ORCA input:
```
! RIJCOSX wB97M-V def2-TZVPD def2/J DEFGRID3
* xyz 0 2
Ru 0.814 0.087 -0.469
C -1.983 0.547 -4.921
S -1.476 2.085 -4.133
C -0.730 1.534 -2.647
S -0.494 -0.165 -2.317
N -0.382 2.490 -1.852
N 0.119 1.981 -0.663
C 0.012 2.742 0.364
C -0.070 2.050 1.655
C -0.290 2.727 2.844
C -0.615 1.996 3.974
C -0.707 0.618 3.876
C -0.451 0.016 2.653
N -0.154 0.703 1.556
H -2.484 0.854 -5.838
H -2.685 -0.007 -4.303
H -1.129 -0.077 -5.173
H -0.237 3.791 0.266
H -0.214 3.805 2.873
H -0.786 2.495 4.918
H -0.953 0.005 4.731
H -0.492 -1.062 2.547
S 4.386 -2.258 0.234
C 3.338 -1.516 1.239
C 2.747 -2.289 2.318
N 2.226 -2.934 3.115
C 2.835 -0.156 1.170
S 3.021 0.877 -0.175
C 2.577 0.416 2.457
N 2.454 0.890 3.500
F 0.542 -6.760 -1.883
C 1.384 -5.904 -2.474
F 1.045 -5.830 -3.771
F 2.615 -6.433 -2.415
C 1.348 -4.540 -1.833
C 2.174 -3.543 -2.329
C 2.108 -2.288 -1.759
N 1.280 -2.003 -0.743
C 0.506 -2.977 -0.260
C 0.504 -4.262 -0.775
H 2.861 -3.731 -3.141
H 2.724 -1.471 -2.108
H -0.120 -2.717 0.584
H -0.144 -5.014 -0.352
*
```

No. 2
Here is an isolated molecule of C4H7NS in a non-equilibrium geometry from OMol25. Energies are from ωB97M-V with the def2-TZVPD basis set.

Properties
SMILES string: C=CCSN=C
Relative energy (zero: lowest compared OMol25 entry of this formula, charge and spin), kJ/mol: 199.6
HOMO energy, eV: -8.6

Geometry as ORCA input:
```
! RIJCOSX wB97M-V def2-TZVPD def2/J DEFGRID3
* xyz 0 1
C 2.012 -1.936 0.361
C 1.276 -1.195 -0.462
C -0.146 -0.705 -0.347
S -0.061 0.997 0.225
N -1.653 1.475 -0.169
C -2.031 2.617 0.263
H 2.966 -2.315 0.170
H 1.587 -2.349 1.237
H 1.864 -0.864 -1.307
H -0.691 -1.329 0.374
H -0.703 -0.640 -1.284
H -1.351 3.337 0.834
H -3.070 2.906 0.106
*
```

No. 3
Here is an isolated molecule of C6H16N2 in a non-equilibrium geometry from OMol25. Energies are from ωB97M-V with the def2-TZVPD basis set.

Properties
SMILES string: CCNC[C@@H](N)CC
Relative energy (zero: lowest compared OMol25 entry of this formula, charge and spin), kJ/mol: 293.6
HOMO energy, eV: -8.6

Geometry as ORCA input:
```
! RIJCOSX wB97M-V def2-TZVPD def2/J DEFGRID3
* xyz 0 1
C -3.310 0.257 -0.538
C -2.487 -0.341 0.633
N -0.940 -0.541 0.398
C -0.292 0.797 0.206
C 1.140 0.525 -0.369
N 1.701 1.793 -0.753
C 1.956 -0.461 0.531
C 2.172 -1.938 0.002
H -4.312 -0.009 -0.507
H -3.235 1.306 -0.560
H -2.861 -0.211 -1.474
H -2.625 -1.454 0.639
H -2.642 0.125 1.554
H -0.711 -1.162 -0.348
H -0.150 1.127 1.329
H -1.032 1.463 -0.223
H 1.238 0.065 -1.390
H 1.969 2.373 -0.064
H 2.690 1.717 -1.299
H 2.989 0.102 0.739
H 1.453 -0.330 1.491
H 3.111 -2.201 -0.542
H 2.348 -2.477 0.984
H 1.372 -2.228 -0.629
*
```

No. 4
Here is a structure of composition C4H4O in a non-equilibrium geometry from OMol25. Energies are from ωB97M-V with the def2-TZVPD basis set.

Properties
Relative energy (zero: lowest compared OMol25 entry of this formula, charge and spin), kJ/mol: 486.9
HOMO energy, eV: -9.3

Geometry as ORCA input:
```
! RIJCOSX wB97M-V def2-TZVPD def2/J DEFGRID3
* xyz 0 1
C 0.090 -0.092 0.174
C -1.372 0.083 0.258
C 1.624 -0.778 -0.919
C -0.290 0.862 1.003
O 2.143 -1.783 -1.404
H -1.927 0.699 -0.469
H -2.123 -0.588 0.578
H 1.900 0.195 -1.110
H -0.045 1.403 1.889
*
```

No. 5
Here is a cluster of 2 separate species, C6H10O in total from OMol25. Energies are from ωB97M-V with the def2-TZVPD basis set.

Properties
SMILES string: C=C1CO[C@H]2C[C@@H]12.[H][H]
Relative energy (zero: lowest compared OMol25 entry of this formula, charge and spin), kJ/mol: 227.9
HOMO energy, eV: -9.0

Geometry as ORCA input:
```
! RIJCOSX wB97M-V def2-TZVPD def2/J DEFGRID3
* xyz 0 1
C -0.651 -0.335 -1.970
C -0.195 -0.339 -0.721
C -0.496 -1.385 0.337
O -0.219 -0.788 1.599
C 0.594 0.336 1.397
C 1.882 0.161 0.662
C 0.650 0.688 -0.061
H -0.368 0.444 -2.673
H -1.314 -1.114 -2.338
H 0.137 -2.274 0.196
H -1.542 -1.709 0.330
H 0.490 1.069 2.190
H 2.228 -0.844 0.434
H 2.674 0.879 0.857
H 0.633 1.711 -0.423
H -2.753 2.218 -0.007
H -2.358 1.592 0.062
*
```

No. 6
Here is a cluster of 2 separate species, C3H12N2OS in total in a non-equilibrium geometry from OMol25. Energies are from ωB97M-V with the def2-TZVPD basis set.

Properties
SMILES string: NCNCCS.O
Relative energy (zero: lowest compared OMol25 entry of this formula, charge and spin), kJ/mol: 51.2
HOMO energy, eV: -9.1

Geometry as ORCA input:
```
! RIJCOSX wB97M-V def2-TZVPD def2/J DEFGRID3
* xyz 0 1
N 2.785 1.307 -0.076
C 1.533 1.866 0.422
N 0.485 0.932 0.808
C -0.356 0.558 -0.335
C -1.315 -0.574 0.033
S -2.462 -1.024 -1.333
H 3.499 1.452 0.622
H 2.727 0.314 -0.270
H 1.132 2.658 -0.225
H 1.808 2.410 1.334
H -0.063 1.334 1.552
H 0.219 0.282 -1.216
H -0.979 1.433 -0.578
H -1.921 -0.275 0.890
H -0.778 -1.467 0.333
H -1.569 -1.746 -2.047
O 1.331 -1.691 1.444
H 1.269 -0.756 1.181
H 1.978 -1.735 2.150
*
```

No. 7
Here is an isolated molecule of C7H12O in a non-equilibrium geometry from OMol25. Energies are from ωB97M-V with the def2-TZVPD basis set.

Properties
SMILES string: C=C(C)CCCC=O
Relative energy (zero: lowest compared OMol25 entry of this formula, charge and spin), kJ/mol: 211.8
HOMO energy, eV: -9.3

Geometry as ORCA input:
```
! RIJCOSX wB97M-V def2-TZVPD def2/J DEFGRID3
* xyz 0 1
C -1.496 -0.754 -1.844
C -1.463 -0.118 -0.660
C -2.674 -0.100 0.298
C -0.361 0.622 -0.135
C 0.847 -0.266 -0.059
C 1.958 0.541 0.591
C 3.158 -0.149 1.030
O 3.734 0.132 2.044
H -2.486 -1.245 -2.019
H -0.662 -1.012 -2.389
H -3.659 -0.417 -0.162
H -2.351 -0.698 1.183
H -2.831 0.928 0.566
H -0.174 1.550 -0.800
H -0.737 0.893 0.787
H 0.550 -0.984 0.844
H 1.208 -0.580 -1.086
H 2.185 1.360 -0.110
H 1.564 1.159 1.530
H 3.691 -0.862 0.391
*
```

No. 8
Here is a structure of composition C23H28N3O4RuSSi from OMol25. Energies are from ωB97M-V with the def2-TZVPD basis set.

Properties
⟨S²⟩: 0.76
Relative energy (zero: lowest compared OMol25 entry of this formula, charge and spin), kJ/mol: 110.7
HOMO energy (spin up / spin down), eV: -7.3 / -7.4

Geometry as ORCA input:
```
! RIJCOSX wB97M-V def2-TZVPD def2/J DEFGRID3
* xyz 0 2
Ru 0.301 0.450 0.895
O 2.322 0.231 0.751
N 3.050 1.161 0.149
C 4.374 0.912 0.037
C 5.206 1.825 -0.545
C 4.669 3.025 -1.024
C 3.320 3.249 -0.904
C 2.487 2.293 -0.310
S 0.776 2.476 -0.154
H 4.678 -0.038 0.450
H 6.260 1.604 -0.620
H 5.307 3.767 -1.483
H 2.860 4.159 -1.261
C 1.129 -4.349 0.459
Si 0.649 -2.743 1.334
C 2.218 -2.418 2.299
C -0.839 -3.264 2.351
N 0.155 -1.398 0.245
C -0.210 -1.564 -1.096
C 0.450 -2.484 -1.924
C 0.071 -2.752 -3.227
C -1.002 -2.078 -3.788
C -1.642 -1.113 -3.029
C -1.237 -0.838 -1.734
O -1.874 0.153 -1.001
C -2.508 1.178 -1.664
C -3.815 1.466 -1.304
C -4.453 2.567 -1.863
C -3.790 3.366 -2.780
C -2.480 3.064 -3.137
C -1.831 1.975 -2.580
H 1.434 -5.007 1.280
H 1.990 -4.267 -0.204
H 0.316 -4.843 -0.076
H 2.346 -3.258 2.990
H 2.222 -1.493 2.864
H 3.074 -2.431 1.620
H -0.539 -3.971 3.130
H -1.569 -3.766 1.711
H -1.313 -2.409 2.826
H 1.307 -2.995 -1.521
H 0.626 -3.484 -3.799
H -1.329 -2.279 -4.799
H -2.471 -0.556 -3.446
H -4.324 0.815 -0.603
H -5.474 2.792 -1.583
H -4.288 4.221 -3.217
H -1.955 3.688 -3.849
H -0.808 1.734 -2.838
N -1.620 1.149 1.485
C -1.583 1.937 2.743
C -1.183 1.082 3.934
C 0.125 0.318 3.743
O 1.032 0.438 4.538
O 0.124 -0.495 2.715
H -2.045 1.706 0.751
H -2.201 0.322 1.602
H -2.562 2.386 2.928
H -0.867 2.746 2.594
H -1.960 0.331 4.114
H -1.104 1.706 4.822
*
```

No. 9
Here is an isolated molecule of C14H17NO2 in a non-equilibrium geometry from OMol25. Energies are from ωB97M-V with the def2-TZVPD basis set.

Properties
SMILES string: CN(C)CC[C@@]1(c2ccccc2)OC=CC1=O
Relative energy (zero: lowest compared OMol25 entry of this formula, charge and spin), kJ/mol: 357.4
HOMO energy, eV: -8.6

Geometry as ORCA input:
```
! RIJCOSX wB97M-V def2-TZVPD def2/J DEFGRID3
* xyz 0 1
C -0.109 1.190 -3.750
N 0.159 1.848 -2.447
C 0.760 3.207 -2.603
C 0.946 0.992 -1.566
C -0.073 0.158 -0.690
C 0.432 -0.362 0.745
C -0.671 -1.174 1.456
C -0.955 -2.439 0.866
C -1.999 -3.266 1.410
C -2.631 -2.898 2.630
C -2.238 -1.757 3.262
C -1.414 -0.809 2.549
O 1.626 -1.179 0.633
C 2.602 -0.603 1.438
C 2.218 0.578 2.033
C 0.830 0.848 1.629
O 0.299 1.883 2.097
H 0.771 0.673 -4.213
H -0.853 0.388 -3.636
H -0.483 1.948 -4.521
H 0.239 3.831 -3.351
H 1.874 3.185 -2.968
H 0.574 3.700 -1.650
H 1.621 0.310 -2.108
H 1.532 1.667 -0.965
H -0.942 0.829 -0.546
H -0.352 -0.747 -1.182
H -0.413 -2.692 -0.042
H -2.412 -4.234 1.013
H -3.425 -3.528 3.083
H -2.710 -1.561 4.153
H -1.280 0.100 3.080
H 3.539 -1.220 1.492
H 2.939 1.135 2.668
*
```

Let's list electronic energy in order: -3008.873730 -609.482466 -347.612981 -229.842484 -309.755557 -704.418757 -349.067968 -2141.052647 -748.813287 Ha.